Record 1
Formula: C4H5Br2F
Source: the Open Molecules 2025 dataset
Level of theory: ωB97M-V/def2-TZVPD

The value obtained for the energy relative to the best compared isomer or geometry (same formula, charge and spin) is 0.575 eV. For the gap between HOMO and LUMO, the calculation gives 0.3475 Ha. The LUMO energy comes out at 0.50 eV. The calculation puts the max |F| at 4.7 eV/Å. For the calculated total energy, the calculation gives -5403.2286 hartree. The calculation puts the HOMO energy at -0.329 hartree.

Last column: Mulliken charge in e.
Atoms and positions in Å:
C  1.11  0.28  -0.35  -0.6391
C  0.04  -0.42  0.44  0.8735
C  0.26  1.34  0.26  0.0099
C  -1.04  -1.16  -0.21  -1.2751
F  0.61  -0.79  1.62  -0.2971
Br  0.90  2.47  1.74  -0.1028
Br  -1.05  2.16  -0.77  -0.0857
H  2.09  0.16  0.04  0.3151
H  1.20  0.15  -1.44  0.2760
H  -2.08  -0.66  -0.34  0.2753
H  -1.32  -2.16  0.30  0.3614
H  -0.72  -1.37  -1.29  0.2886



Record 2
Formula: C38H95N3O11
Source: the Open Molecules 2025 dataset
Level of theory: ωB97M-V/def2-TZVPD

The value obtained for the energy relative to the best compared isomer or geometry (same formula, charge and spin) is 4.786 eV. The SMILES is CC(N)=O.CC(N)=O.CC(N)=O.CCOCC.CCOCC.CCOCC.CCOCC.CCOCC.CCOCC.CCOCC.CCOCC. For the gap between HOMO and LUMO, the calculation gives 0.3519 Ha. The LUMO energy comes out at 0.32 eV. The calculation puts the max |F| at 3.3 eV/Å. For the calculated total energy, the calculation gives -2496.5934 hartree. The calculation puts the HOMO energy at -0.340 hartree.

Last column: Mulliken charge in e.
Atoms and positions in Å:
C  5.71  0.18  1.89  -1.2736
C  4.58  0.10  2.90  0.0764
O  4.75  1.03  3.92  -0.4436
C  3.74  0.81  4.95  0.3302
C  4.30  1.22  6.27  -1.5533
H  5.88  1.25  1.64  0.3066
H  6.65  -0.19  2.30  0.3777
H  5.42  -0.41  0.98  0.1894
H  3.60  0.27  2.39  0.0161
H  4.54  -0.88  3.34  0.5973
H  2.86  1.36  4.58  0.1807
H  3.45  -0.26  4.98  0.1111
H  3.61  1.29  7.10  0.3818
H  4.65  2.25  6.20  0.3506
H  5.07  0.52  6.50  0.3677
C  -0.19  -1.35  4.10  -0.6866
C  0.22  -0.72  5.37  -0.0936
O  0.46  -1.77  6.35  -0.2914
C  0.99  -1.27  7.57  -0.1127
C  0.71  -2.34  8.64  -1.3025
H  0.58  -1.92  3.66  -0.2957
H  -1.10  -1.91  4.24  0.4017
H  -0.45  -0.53  3.46  0.3886
H  1.15  -0.16  5.20  -0.1538
H  -0.51  -0.06  5.67  0.5600
H  2.06  -1.04  7.47  0.1566
H  0.52  -0.39  7.96  0.3656
H  1.25  -2.01  9.58  0.3785
H  1.10  -3.33  8.42  0.2949
H  -0.35  -2.49  8.90  0.3050
C  -1.03  -3.63  0.22  -0.7897
C  0.21  -2.94  0.73  1.5500
O  1.20  -3.24  -0.29  -0.0464
C  2.50  -3.01  0.24  0.3451
C  3.52  -3.20  -0.91  -1.4903
H  -1.81  -2.98  0.50  0.2580
H  -0.99  -3.56  -0.86  -0.2740
H  -1.26  -4.67  0.54  0.4431
H  0.11  -1.88  0.94  -0.1358
H  0.67  -3.29  1.64  -1.0229
H  2.56  -1.95  0.61  0.0157
H  2.67  -3.74  1.04  0.0719
H  4.48  -2.96  -0.55  0.5086
H  3.30  -2.55  -1.79  0.2102
H  3.54  -4.28  -1.21  0.3080
C  2.55  0.01  -4.20  -0.7497
C  1.80  1.11  -4.98  -0.4478
O  1.89  2.27  -4.08  -0.2838
C  1.04  3.34  -4.35  -0.1302
C  1.50  4.58  -3.55  -1.0378
H  3.40  0.51  -3.75  0.2990
H  1.92  -0.40  -3.44  -0.0330
H  2.86  -0.71  -4.95  0.4132
H  2.31  1.43  -5.89  0.3919
H  0.78  0.82  -5.19  0.3214
H  1.06  3.58  -5.45  0.3642
H  -0.03  3.09  -4.16  0.1371
H  0.69  5.27  -3.64  0.4057
H  2.34  5.14  -4.07  0.3060
H  1.78  4.32  -2.51  0.0964
C  3.51  -4.49  4.42  -1.2154
C  2.04  -4.77  4.07  0.3889
O  2.08  -5.48  2.82  -0.3088
C  0.85  -6.01  2.46  -0.0986
C  1.09  -6.73  1.16  -1.0979
H  4.10  -3.96  3.62  0.1831
H  3.52  -3.87  5.34  0.3674
H  4.03  -5.46  4.68  0.3416
H  1.63  -5.34  4.89  0.4775
H  1.50  -3.87  3.90  -0.3709
H  0.55  -6.71  3.24  0.4742
H  0.04  -5.26  2.30  0.1226
H  0.16  -7.11  0.74  0.3492
H  1.82  -7.52  1.27  0.4083
H  1.50  -6.03  0.47  0.0592
C  4.42  5.03  3.14  -1.2017
C  3.94  4.14  2.04  0.3503
O  2.58  3.80  2.30  -0.3573
C  2.09  3.05  1.25  0.2740
C  0.65  2.73  1.51  -1.1806
H  3.72  5.80  3.47  0.3257
H  4.73  4.39  3.95  0.2039
H  5.32  5.52  2.78  0.3840
H  3.99  4.68  1.08  0.3622
H  4.49  3.20  1.99  -0.2411
H  2.16  3.64  0.31  0.0647
H  2.63  2.13  1.10  0.1371
H  0.06  3.64  1.48  0.3130
H  0.60  2.26  2.48  0.2320
H  0.20  2.02  0.82  0.2838
C  -3.40  5.29  -1.91  -1.1637
C  -3.98  4.37  -3.03  -0.3433
O  -4.23  5.04  -4.26  -0.3953
C  -3.24  4.80  -5.21  -0.0355
C  -3.50  5.54  -6.57  -1.2375
H  -4.16  5.99  -1.65  0.3444
H  -3.19  4.66  -1.03  0.3311
H  -2.45  5.84  -2.28  0.2379
H  -3.40  3.51  -3.13  0.4044
H  -4.97  4.09  -2.71  0.3673
H  -2.29  5.15  -4.80  0.1938
H  -3.20  3.74  -5.46  0.3036
H  -4.08  6.51  -6.41  0.2548
H  -4.17  4.92  -7.19  0.2643
H  -2.52  5.80  -6.90  0.4292
C  -4.01  0.98  1.84  -1.4497
C  -3.20  0.07  0.92  0.1054
O  -2.05  0.70  0.35  -0.2567
C  -1.71  0.25  -0.94  0.5026
C  -0.27  0.38  -1.20  -0.9122
H  -4.62  1.69  1.25  0.3323
H  -4.65  0.27  2.41  0.4002
H  -3.33  1.61  2.50  0.2396
H  -2.79  -0.72  1.56  0.0157
H  -3.81  -0.22  0.09  0.3466
H  -2.09  -0.77  -1.02  -0.3014
H  -2.32  0.65  -1.78  0.4322
H  -0.16  -0.16  -2.20  -0.1313
H  0.34  -0.03  -0.40  0.1242
H  0.07  1.39  -1.33  0.5891
O  -2.15  -5.00  -4.34  -0.5979
C  -1.15  -4.91  -3.70  0.6791
N  -0.30  -3.80  -3.61  -0.3938
C  -0.61  -6.00  -2.84  -0.9664
H  -0.67  -2.91  -3.88  0.2625
H  0.33  -3.74  -2.79  0.1357
H  0.42  -5.82  -2.62  0.3444
H  -0.78  -7.02  -3.28  0.3913
H  -1.09  -6.00  -1.88  0.1358
O  -3.89  -0.42  -2.62  -0.6511
C  -3.73  -1.45  -3.25  0.6272
N  -3.25  -1.56  -4.51  -0.3216
C  -4.03  -2.79  -2.58  -0.6769
H  -3.10  -2.42  -4.98  0.2033
H  -3.10  -0.70  -5.08  0.2269
H  -3.51  -2.89  -1.67  -0.0074
H  -3.69  -3.62  -3.19  0.2709
H  -5.11  -2.80  -2.47  0.3274
O  -8.91  3.98  -5.83  -0.6556
C  -7.73  4.09  -5.48  0.5519
N  -7.28  5.14  -4.79  -0.3075
C  -6.71  2.95  -5.74  -0.5368
H  -7.73  6.04  -4.60  0.2223
H  -6.30  5.16  -4.65  0.2529
H  -5.85  3.33  -6.24  0.0522
H  -7.11  2.16  -6.37  0.3228
H  -6.38  2.55  -4.75  0.1520



Record 3
Formula: H19O10
Source: the Open Molecules 2025 dataset
Level of theory: ωB97M-V/def2-TZVPD

The value obtained for the energy relative to the best compared isomer or geometry (same formula, charge and spin) is 1.935 eV. As for the net charge: -1. For the gap between HOMO and LUMO, the calculation gives 0.3252 Ha. The LUMO energy comes out at 2.69 eV. The calculation puts the max |F| at 3.1 eV/Å. For the calculated total energy, the calculation gives -763.8193 hartree. The calculation puts the HOMO energy at -0.226 hartree.

Last column: Mulliken charge in e.
Atoms and positions in Å:
O  -1.99  -2.18  0.36  -0.6595
H  -1.50  2.01  2.54  0.3359
H  -1.70  -1.19  0.29  0.4858
O  0.75  -2.25  -1.95  -0.7037
H  -0.11  -2.49  -2.40  0.3497
H  0.33  -0.39  1.01  0.4355
O  -3.41  0.97  -0.48  -0.7859
H  0.47  -1.41  -1.57  0.3633
H  -2.40  0.40  -0.28  0.4262
O  -1.10  0.30  0.25  -1.1969
H  3.36  0.62  -1.04  0.3385
H  -1.28  -2.82  0.26  0.2385
O  3.75  0.52  -1.97  -0.6445
H  -1.67  2.03  -1.67  0.3995
H  -0.15  1.51  -1.87  0.2758
O  1.57  -2.76  0.50  -0.6651
H  1.45  -2.61  -0.51  0.3782
H  0.96  -3.49  0.56  0.2478
O  1.48  1.63  -0.09  -0.6144
H  2.02  1.63  0.69  0.3075
H  -0.23  1.49  3.35  0.3110
O  -0.92  2.16  3.31  -0.6567
H  1.45  -0.79  2.06  0.2208
H  4.02  -0.39  -2.13  0.2985
O  -0.80  2.22  -2.05  -0.6575
H  -3.58  1.59  0.24  0.2456
O  0.66  -0.25  1.94  -0.5701
H  -1.50  -0.01  1.07  0.2282
H  0.64  1.25  0.17  0.2681